No. 1
Density functional theory data (the ωB97M-V functional and the def2-TZVPD basis) for a cluster of 2 separate species, C4H11NO in total.

The geometry in ORCA input format:
```
! wB97M-V def2-TZVPD RIJCOSX def2/J DEFGRID3
* xyz 0 1
C -0.99 -0.49 -2.23
C -1.85 -1.34 -1.33
O -2.79 -1.99 -1.75
N -1.52 -1.34 -0.01
H -1.59 0.13 -2.87
H -0.41 -1.17 -2.85
H -2.13 -1.84 0.62
H -0.67 -0.94 0.34
H -0.28 0.13 -1.68
C 1.53 0.77 0.79
C 1.52 1.45 2.17
H 2.16 1.24 0.03
H 1.90 -0.25 0.86
H 0.54 0.73 0.35
H 2.15 2.35 2.20
H 0.52 1.78 2.43
H 1.90 0.78 2.94
*
```

Values from the calculation:
HOMO energy, eV: -9.76
Relative energy (zero: lowest compared OMol25 entry of this formula, charge and spin), eV: 0.180

---

No. 2
Density functional theory data (the ωB97M-V functional and the def2-TZVPD basis) for a structure of composition C6H12N2.

The geometry in ORCA input format:
```
! wB97M-V def2-TZVPD RIJCOSX def2/J DEFGRID3
* xyz 0 1
C -2.28 0.29 0.06
C -0.94 0.55 -0.52
C -1.28 -1.24 1.62
N -1.57 0.05 1.29
H -2.81 -0.57 -0.36
H -2.95 1.15 0.13
H -0.62 1.58 -0.57
H -0.60 -0.13 -1.29
H -1.09 -1.37 2.69
H -0.10 -1.45 1.20
H -1.87 -2.04 1.17
C 1.94 1.06 -0.50
N 2.00 1.00 -1.97
C 1.21 -0.06 0.16
C 1.22 -1.16 0.74
H 1.09 1.14 -2.38
H 2.34 0.09 -2.27
H 2.96 1.05 -0.12
H 1.51 2.02 -0.22
H 1.83 -1.96 1.14
*
```

Values from the calculation:
HOMO energy, eV: -8.50
Relative energy (zero: lowest compared OMol25 entry of this formula, charge and spin), eV: 6.559

---

No. 3
Density functional theory data (the ωB97M-V functional and the def2-TZVPD basis) for a structure of composition C22H29CoN7S.

The geometry in ORCA input format:
```
! wB97M-V def2-TZVPD RIJCOSX def2/J DEFGRID3
* xyz 2 2
Co 0.36 0.18 0.78
C -2.27 1.34 -0.26
N -1.92 0.27 0.69
C -2.45 -1.06 0.36
C -1.33 -2.03 0.10
N -0.06 -1.68 0.04
C 0.64 -2.85 -0.28
C 1.99 -3.06 -0.53
C 2.39 -4.34 -0.84
C 1.47 -5.40 -0.91
C 0.13 -5.20 -0.69
C -0.26 -3.91 -0.38
N -1.51 -3.34 -0.13
C -1.03 1.87 -0.92
N 0.12 1.23 -0.90
C 0.99 1.97 -1.70
C 2.29 1.72 -2.11
C 2.90 2.65 -2.94
C 2.21 3.80 -3.37
C 0.91 4.04 -3.01
C 0.31 3.09 -2.18
N -0.98 2.99 -1.65
H -2.82 2.15 0.22
H -2.92 0.94 -1.05
H -2.25 0.54 1.61
H -3.07 -1.02 -0.53
H -3.08 -1.44 1.16
H 2.70 -2.24 -0.53
H 3.44 -4.54 -1.06
H 1.83 -6.39 -1.15
H -0.59 -6.01 -0.76
H -2.39 -3.83 -0.16
H 2.81 0.81 -1.83
H 3.91 2.48 -3.28
H 2.72 4.50 -4.01
H 0.37 4.91 -3.37
H -1.74 3.62 -1.84
C 1.99 -0.70 3.16
C 2.94 -0.65 1.98
N 2.50 0.36 1.00
C 2.95 1.74 1.27
C 2.15 2.49 2.33
S 0.34 2.26 2.20
C -0.09 1.48 3.78
C -0.31 -0.03 3.69
N 0.57 -0.66 2.69
H 2.15 0.14 3.83
H 2.18 -1.61 3.72
H 2.93 -1.62 1.49
H 3.96 -0.46 2.33
H 2.92 0.11 0.11
H 2.88 2.29 0.33
H 4.00 1.75 1.58
H 2.33 3.56 2.21
H 2.44 2.23 3.34
H -1.01 1.96 4.13
H 0.68 1.75 4.50
H -1.34 -0.24 3.39
H -0.17 -0.46 4.68
H 0.26 -1.62 2.56
*
```

Values from the calculation:
HOMO energy (alpha / beta), eV: -14.19 / -14.21

---

No. 4
Density functional theory data (the ωB97M-V functional and the def2-TZVPD basis) for a structure of composition C2H3BrClNO2S.

The geometry in ORCA input format:
```
! wB97M-V def2-TZVPD RIJCOSX def2/J DEFGRID3
* xyz 0 1
C -0.66 0.87 0.59
C -0.09 -0.42 0.25
N 0.07 -0.53 -1.46
O -0.24 0.54 -1.97
O 0.41 -1.57 -1.97
S 1.43 -1.02 1.08
Cl 2.76 0.47 0.66
Br -1.16 -1.99 0.57
H -1.67 0.86 0.29
H -0.10 1.68 0.25
H -0.76 1.11 1.72
*
```

Values from the calculation:
HOMO energy, eV: -9.75
Relative energy (zero: lowest compared OMol25 entry of this formula, charge and spin), eV: 0.038

---

No. 5
Density functional theory data (the ωB97M-V functional and the def2-TZVPD basis) for a structure of composition C27H49BCrN6O3P.

The geometry in ORCA input format:
```
! wB97M-V def2-TZVPD RIJCOSX def2/J DEFGRID3
* xyz 1 5
Cr -0.39 -0.27 0.14
C 4.39 1.64 0.48
C 3.32 0.75 1.03
C 3.27 0.14 2.27
C 2.09 -0.61 2.29
N 1.47 -0.46 1.12
N 2.23 0.37 0.34
B 1.95 0.53 -1.19
N 0.78 1.50 -1.52
N -0.52 1.09 -1.46
C -1.27 2.01 -2.06
C -0.44 3.05 -2.51
C 0.85 2.69 -2.15
C 2.11 3.44 -2.39
C -2.75 1.86 -2.28
C -3.48 3.12 -1.80
C -3.28 0.62 -1.56
C -2.98 1.69 -3.79
N 1.53 -0.87 -1.71
N 0.43 -1.46 -1.20
C 0.28 -2.64 -1.79
C 1.32 -2.81 -2.71
C 2.10 -1.67 -2.63
C 3.33 -1.32 -3.38
C -0.85 -3.58 -1.48
C -1.77 -2.99 -0.40
C -0.27 -4.91 -0.98
C -1.67 -3.82 -2.76
C 1.60 -1.52 3.38
C 2.65 -2.63 3.58
C 0.27 -2.18 2.98
C 1.44 -0.72 4.68
H 5.08 1.91 1.28
H 3.96 2.55 0.07
H 4.95 1.14 -0.31
H 4.00 0.23 3.06
H 2.95 0.90 -1.73
H -0.73 3.94 -3.04
H 1.89 4.40 -2.85
H 2.79 2.89 -3.04
H 2.64 3.62 -1.45
H -3.25 3.31 -0.75
H -4.56 3.00 -1.91
H -3.17 3.99 -2.38
H -3.06 0.67 -0.48
H -2.82 -0.28 -1.97
H -4.36 0.55 -1.68
H -2.61 2.55 -4.34
H -4.05 1.58 -3.99
H -2.47 0.80 -4.16
H 1.49 -3.66 -3.36
H 3.59 -2.12 -4.07
H 4.17 -1.16 -2.70
H 3.19 -0.40 -3.95
H -1.21 -2.82 0.53
H -2.58 -3.68 -0.19
H -2.21 -2.04 -0.74
H 0.31 -4.75 -0.07
H 0.38 -5.36 -1.73
H -1.08 -5.61 -0.76
H -2.08 -2.89 -3.14
H -2.49 -4.51 -2.56
H -1.04 -4.26 -3.54
H 2.79 -3.20 2.66
H 2.32 -3.31 4.37
H 3.61 -2.20 3.87
H 0.43 -2.86 2.14
H -0.46 -1.42 2.67
H -0.13 -2.75 3.81
H 2.41 -0.37 5.03
H 1.01 -1.35 5.46
H 0.80 0.15 4.52
C 0.22 3.62 2.03
O 0.08 2.31 1.43
P -1.18 1.38 1.67
O -2.38 2.41 1.35
C -3.71 2.29 1.85
O -1.24 1.31 3.29
C -2.00 0.38 4.06
H 1.21 3.97 1.75
H 0.15 3.55 3.11
H -0.54 4.29 1.64
H -4.30 3.08 1.38
H -3.73 2.43 2.93
H -4.15 1.32 1.59
H -1.58 0.38 5.06
H -1.94 -0.63 3.65
H -3.05 0.68 4.11
*
```

Values from the calculation:
HOMO energy (alpha / beta), eV: -11.18 / -11.37

---

No. 6
Density functional theory data (the ωB97M-V functional and the def2-TZVPD basis) for a structure of composition C15H32Al2CaCl6F4N4NaO5S.

The geometry in ORCA input format:
```
! wB97M-V def2-TZVPD RIJCOSX def2/J DEFGRID3
* xyz 3 1
C 1.17 0.64 -0.31
C 0.03 1.48 -0.43
C -1.14 1.26 -1.50
S -0.27 0.92 -3.11
C -1.98 2.65 -1.67
Cl -1.09 4.14 -2.19
N -3.03 2.09 -2.62
Cl -4.31 3.15 -3.06
C -3.54 0.96 -1.78
N -4.82 0.55 -1.64
N -2.31 0.38 -1.16
C -2.12 -1.10 -1.32
C -2.54 -1.67 -2.75
O -2.01 -2.76 -3.09
H 1.46 -0.06 -1.16
H 1.80 0.58 0.65
H -0.03 2.40 0.25
H 0.24 -0.38 -3.12
H -2.59 2.70 -0.69
H -5.34 0.10 -2.41
H -5.26 0.65 -0.68
H -2.73 -1.63 -0.50
H -1.01 -1.39 -1.16
H -3.29 -1.21 -3.47
O 3.12 -1.39 0.64
C 3.74 -2.53 0.50
C 2.65 -3.76 0.64
O 3.28 -4.88 0.52
H 4.54 -2.75 1.22
H 4.26 -2.70 -0.46
H 1.86 -3.54 -0.09
H 2.13 -3.58 1.60
Ca -5.32 0.61 1.33
F -8.69 6.61 -1.40
Al -7.38 5.43 -1.31
F -5.96 6.17 -0.56
F -6.95 4.88 -2.95
F -7.89 4.03 -0.34
Cl -2.72 6.19 -1.21
Cl 1.67 -5.89 -4.07
C 0.48 -4.74 -4.74
C -0.51 -5.42 -5.67
Cl 0.26 -5.98 -7.18
H 1.03 -3.95 -5.26
H -0.05 -4.30 -3.90
H -1.29 -4.72 -5.96
H -0.98 -6.28 -5.19
Na -2.65 2.44 -4.92
C 4.58 0.79 3.06
C 3.52 1.52 3.88
C 4.08 2.16 5.16
O 4.33 1.16 6.15
C 5.67 0.69 6.18
N 2.49 0.51 4.31
H 4.90 -0.14 3.54
H 4.18 0.52 2.08
H 5.45 1.42 2.91
H 3.02 2.26 3.26
H 3.30 2.81 5.58
H 4.95 2.79 4.97
H 6.38 1.43 5.80
H 5.74 -0.23 5.61
H 5.93 0.45 7.25
H 2.21 -0.13 3.56
H 1.65 0.97 4.69
H 2.89 -0.03 5.09
Cl 5.42 0.46 8.80
O -4.11 -4.28 -1.40
H -3.52 -3.77 -1.97
H -4.93 -3.77 -1.39
Al -2.18 7.88 0.54
*
```

Values from the calculation:
HOMO energy, eV: -13.74

---

No. 7
Density functional theory data (the ωB97M-V functional and the def2-TZVPD basis) for an isolated molecule of C2H4N6.

The geometry in ORCA input format:
```
! wB97M-V def2-TZVPD RIJCOSX def2/J DEFGRID3
* xyz 0 1
C -2.11 0.49 0.00
C 0.13 0.99 -0.12
H 2.28 -0.71 -0.72
H 1.88 -1.30 0.94
H -3.08 0.80 -0.31
H 1.80 0.76 0.04
N 1.54 -1.15 -0.07
N 0.37 -0.55 -0.10
N -0.74 -1.36 0.07
N -2.04 -1.00 0.10
N -1.20 1.34 -0.01
N 1.17 1.70 0.18
*
```

Values from the calculation:
HOMO energy, eV: -9.39
Relative energy (zero: lowest compared OMol25 entry of this formula, charge and spin), eV: 4.295

---

No. 8
Density functional theory data (the ωB97M-V functional and the def2-TZVPD basis) for the ion C25H26FSi with charge +1.

The geometry in ORCA input format:
```
! wB97M-V def2-TZVPD RIJCOSX def2/J DEFGRID3
* xyz 1 1
F 1.67 -4.09 -0.97
C 0.59 -3.55 -0.25
C -0.57 -4.32 -0.18
C -1.61 -3.79 0.60
C -1.52 -2.58 1.27
C -0.33 -1.80 1.08
C -0.35 -0.26 1.25
C 0.75 0.32 2.16
C 0.44 1.10 3.30
C 1.40 1.96 3.83
C 2.70 1.98 3.30
C 3.03 1.13 2.22
C 2.05 0.29 1.67
C 0.79 -2.38 0.41
H -0.65 -5.26 -0.70
H -2.56 -4.36 0.70
H -2.35 -2.16 1.82
H -1.34 0.04 1.62
H -0.56 1.07 3.74
H 1.15 2.60 4.67
H 3.44 2.68 3.66
H 4.04 1.11 1.80
H 2.31 -0.33 0.80
H 1.75 -1.88 0.40
C -5.32 -0.63 -1.13
Si -4.68 0.88 -0.23
C -5.81 2.37 -0.49
C -4.30 0.61 1.58
C -2.88 1.27 -1.04
C -2.25 2.50 -0.44
C -0.99 2.13 0.06
C -0.17 3.07 0.66
C -0.65 4.36 0.81
C -1.89 4.76 0.27
C -2.69 3.81 -0.39
C -0.69 0.61 -0.07
C -1.89 0.20 -0.79
H -4.61 -1.45 -1.08
H -6.24 -0.95 -0.65
H -5.54 -0.42 -2.17
H -5.42 3.26 -0.01
H -5.98 2.57 -1.54
H -6.76 2.14 -0.03
H -3.82 1.48 2.01
H -5.23 0.43 2.11
H -3.66 -0.25 1.71
H -3.22 1.42 -2.06
H 0.85 2.81 0.96
H -0.02 5.12 1.28
H -2.23 5.78 0.37
H -3.61 4.09 -0.87
H 0.34 0.41 -0.56
H -2.05 -0.83 -1.13
*
```

Values from the calculation:
HOMO energy, eV: -11.86
Relative energy (zero: lowest compared OMol25 entry of this formula, charge and spin), eV: 0.152

---

No. 9
Density functional theory data (the ωB97M-V functional and the def2-TZVPD basis) for an isolated molecule of C3H8N2OS.

The geometry in ORCA input format:
```
! wB97M-V def2-TZVPD RIJCOSX def2/J DEFGRID3
* xyz 0 1
C 1.32 -1.22 0.68
C -0.48 0.47 -0.38
C -1.37 1.57 0.00
N 0.25 -1.73 -0.12
N -0.93 -0.87 0.05
O 2.19 0.74 -0.94
S 1.35 0.64 0.24
H 1.17 -1.34 1.73
H 2.31 -1.64 0.26
H -0.36 0.46 -1.55
H -1.27 1.82 1.10
H -2.32 1.18 -0.31
H -1.03 2.56 -0.57
H 0.60 -1.67 -1.08
H -1.42 -0.96 0.89
*
```

Values from the calculation:
HOMO energy, eV: -8.62
Relative energy (zero: lowest compared OMol25 entry of this formula, charge and spin), eV: 3.565

---

No. 10
Density functional theory data (the ωB97M-V functional and the def2-TZVPD basis) for an isolated molecule of C2H6N2O.

The geometry in ORCA input format:
```
! wB97M-V def2-TZVPD RIJCOSX def2/J DEFGRID3
* xyz 0 1
N 0.70 1.72 0.67
C -0.15 0.97 -0.51
C -0.21 -0.61 -0.26
N 0.80 -1.24 0.42
O -1.25 -1.20 -0.58
H 0.03 1.67 1.46
H 0.72 2.74 0.61
H 0.37 1.13 -1.48
H -1.13 1.45 -0.86
H 1.26 -0.70 1.19
H 0.43 -2.23 0.71
*
```

Values from the calculation:
HOMO energy, eV: -9.88
Relative energy (zero: lowest compared OMol25 entry of this formula, charge and spin), eV: 1.505

---

No. 11
Density functional theory data (the ωB97M-V functional and the def2-TZVPD basis) for an isolated molecule of C3H5N3OS.

The geometry in ORCA input format:
```
! wB97M-V def2-TZVPD RIJCOSX def2/J DEFGRID3
* xyz 0 1
C 1.53 -0.33 -0.12
C 0.49 -1.21 0.20
C -0.59 -0.28 0.14
H -0.22 2.62 -0.65
H -0.49 2.51 1.11
H 3.43 -0.13 -0.25
H 0.42 -2.31 0.44
H -2.99 0.34 -0.84
N -0.68 2.11 0.11
N -0.02 0.95 0.11
N 1.22 0.95 -0.25
O 2.87 -0.80 0.00
S -2.21 -0.86 -0.06
*
```

Values from the calculation:
HOMO energy, eV: -8.36
Relative energy (zero: lowest compared OMol25 entry of this formula, charge and spin), eV: 4.055

---

No. 12
Density functional theory data (the ωB97M-V functional and the def2-TZVPD basis) for a cluster of 4 separate species, CH11N3O3 in total.

The geometry in ORCA input format:
```
! wB97M-V def2-TZVPD RIJCOSX def2/J DEFGRID3
* xyz 0 1
N 0.45 0.14 1.51
C -0.20 -0.79 0.73
N 0.49 -1.97 0.61
N -1.22 -0.58 -0.02
H 0.04 1.05 1.53
H 1.43 -0.05 1.64
H 0.17 -2.60 -0.11
H 1.50 -1.91 0.62
H -1.52 0.37 0.19
H 3.49 1.57 0.39
H 2.43 0.89 -0.49
O 3.09 0.71 0.21
H -3.27 0.45 -0.71
H -4.50 0.64 0.17
O -4.23 0.57 -0.75
H 0.39 1.09 -2.34
H 0.49 -0.14 -1.38
O 0.99 0.57 -1.81
*
```

Values from the calculation:
HOMO energy, eV: -9.47
Relative energy (zero: lowest compared OMol25 entry of this formula, charge and spin), eV: 0.606

---

No. 13
Density functional theory data (the ωB97M-V functional and the def2-TZVPD basis) for an isolated molecule of C4H5N3O.

The geometry in ORCA input format:
```
! wB97M-V def2-TZVPD RIJCOSX def2/J DEFGRID3
* xyz 0 1
C 3.13 -0.03 -0.34
C 1.89 0.29 -0.18
C -0.25 -0.12 0.31
C -2.08 0.76 -0.05
H 3.81 0.57 -0.97
H 3.54 -1.02 -0.11
H 1.55 1.27 -0.56
H -2.97 1.22 -0.36
H -2.88 -1.02 -0.72
N -0.86 1.09 0.19
N -2.11 -0.55 -0.36
N -0.93 -1.16 -0.02
O 1.01 -0.26 0.69
*
```

Values from the calculation:
HOMO energy, eV: -9.40
Relative energy (zero: lowest compared OMol25 entry of this formula, charge and spin), eV: 2.856

---

No. 14
Density functional theory data (the ωB97M-V functional and the def2-TZVPD basis) for a structure of composition C36H26F6N5O4S5Ti.

The geometry in ORCA input format:
```
! wB97M-V def2-TZVPD RIJCOSX def2/J DEFGRID3
* xyz -2 2
Ti -0.25 -0.46 0.75
O -0.48 0.68 -0.86
C -0.63 1.49 -1.85
C -1.79 1.43 -2.67
C -1.94 2.19 -3.81
C -0.94 3.09 -4.20
C 0.16 3.22 -3.38
C 0.33 2.47 -2.20
C 1.48 2.79 -1.33
N 2.04 2.02 -0.41
C 3.04 2.77 0.17
C 3.10 4.01 -0.40
N 2.10 4.01 -1.35
H -2.58 0.76 -2.37
H -2.84 2.08 -4.41
H -1.03 3.66 -5.12
H 0.95 3.90 -3.67
H 3.66 2.36 0.95
H 3.73 4.87 -0.22
H 1.80 4.80 -1.90
O -0.44 -3.45 -0.82
S 0.93 -3.06 -0.98
O 1.93 -4.03 -0.65
N 1.15 -1.62 -0.33
C 2.51 -1.25 -0.05
C 3.62 -1.70 -0.74
C 4.92 -1.37 -0.33
C 5.12 -0.61 0.78
C 4.02 -0.11 1.49
C 4.16 0.75 2.63
C 3.07 1.21 3.26
C 1.77 0.84 2.78
N 1.60 0.15 1.67
C 2.72 -0.40 1.06
C 1.10 -2.77 -2.73
C 1.78 -3.68 -3.53
C 1.86 -3.44 -4.90
C 1.26 -2.32 -5.46
C 0.59 -1.41 -4.64
C 0.51 -1.64 -3.28
H 3.49 -2.33 -1.61
H 5.76 -1.75 -0.90
H 6.13 -0.37 1.13
H 5.16 1.00 2.98
H 3.13 1.83 4.14
H 0.92 1.36 3.17
H 2.24 -4.54 -3.07
H 2.39 -4.14 -5.54
H 1.33 -2.14 -6.53
H 0.13 -0.52 -5.06
H 0.01 -0.94 -2.62
S -0.88 -2.72 5.46
C 0.04 -1.82 4.36
S 1.04 -0.52 4.90
S 0.00 -2.26 2.67
S -1.50 3.65 2.28
C -0.73 2.38 1.43
N -1.04 1.20 1.79
C -1.97 1.22 2.86
C -2.46 0.11 3.54
C -3.35 0.32 4.57
C -3.76 1.61 4.93
C -3.27 2.72 4.27
C -2.35 2.50 3.24
H 0.05 2.59 0.70
H -2.12 -0.89 3.28
H -3.72 -0.54 5.11
H -4.46 1.75 5.75
H -3.56 3.73 4.56
C -3.21 -2.05 -1.28
C -3.16 -1.65 0.19
O -1.90 -1.33 0.64
C -4.16 -0.46 0.43
F -3.56 0.73 0.30
F -4.74 -0.46 1.64
F -5.18 -0.47 -0.47
C -3.66 -2.87 1.01
F -4.96 -3.14 0.67
F -3.63 -2.68 2.33
F -2.94 -3.94 0.74
H -2.83 -1.24 -1.90
H -4.22 -2.30 -1.59
H -2.55 -2.90 -1.42
*
```

Values from the calculation:
HOMO energy (alpha / beta), eV: -0.82 / -0.83
Relative energy (zero: lowest compared OMol25 entry of this formula, charge and spin), eV: 1.613

---

| no. | energy (eV) |
| --- | --- |
| 1 | -7864.3732 |
| 2 | -9390.2910 |
| 3 | -82167.5186 |
| 4 | -101104.1949 |
| 5 | -82264.5760 |
| 6 | -165124.2249 |
| 7 | -11073.9205 |
| 8 | -36934.4859 |
| 9 | -19100.9367 |
| 10 | -7198.2827 |
| 11 | -20541.6041 |
| 12 | -11828.7478 |
| 13 | -10744.7585 |
| 14 | -146998.2258 |